Here is a 11-piece molecular cluster, C8H36O10 overall from OMol25. Energies are from the ωB97M-V functional and the def2-TZVPD basis.

```
54
Properties=species:S:1:pos:R:3
C 2.055 2.885 -2.560
C 1.449 2.463 -1.253
C 0.363 1.676 -1.166
C -0.232 1.241 0.131
C 0.362 -0.126 0.556
C -0.416 -1.332 0.048
C -1.692 -1.595 0.867
C -1.366 -2.156 2.226
H 2.120 3.977 -2.631
H 1.492 2.537 -3.420
H 3.113 2.527 -2.659
H 1.908 2.787 -0.363
H -0.161 1.311 -2.100
H -1.350 1.194 0.067
H -0.006 1.938 0.903
H 0.434 -0.195 1.625
H 1.399 -0.136 0.198
H 0.264 -2.237 0.084
H -0.692 -1.160 -1.022
H -2.320 -2.256 0.311
H -2.308 -0.683 0.989
H -0.785 -1.419 2.892
H -0.803 -3.113 2.150
H -2.306 -2.371 2.821
O 2.826 -1.860 -0.979
H 2.297 -1.399 -1.656
H 2.452 -2.738 -1.015
O 1.102 -3.756 -1.770
H 0.289 -3.963 -1.327
H 0.941 -3.047 -2.375
O 2.282 1.468 2.319
H 2.716 0.699 1.981
H 2.119 1.939 1.436
O -2.559 0.842 3.002
H -1.642 1.018 3.227
H -2.655 -0.139 3.109
O -3.419 0.142 -1.512
H -4.159 0.522 -1.970
H -3.344 0.627 -0.703
O -0.014 1.300 3.718
H 0.278 1.153 4.637
H 0.782 1.260 3.133
O -3.493 1.698 0.653
H -3.281 2.638 0.631
H -3.160 1.448 1.511
O 3.595 -0.613 1.282
H 4.157 -1.222 1.727
H 3.261 -1.005 0.435
O -1.344 -0.375 -3.154
H -2.005 -0.142 -2.466
H -1.819 -0.907 -3.832
O 1.282 -0.788 -2.893
H 0.313 -0.665 -2.905
H 1.680 0.108 -2.939
```

**Charge**: 0
**HOMO energy**: -0.3376 Eh
**Max |F|**: 3.2 eV/A
**Relative energy (zero: lowest compared OMol25 entry of this formula, charge and spin)**: 0.0 kcal/mol
**HOMO-LUMO gap**: 9.6 eV

---

Here is a 9-piece molecular cluster, C28H54O33PS2 overall from OMol25. Energies are from the ωB97M-V functional and the def2-TZVPD basis.

```
118
Properties=species:S:1:pos:R:3
C -1.339 -7.144 2.782
C -2.415 -7.124 1.502
S -2.022 -8.765 0.680
O -1.920 -5.949 0.750
S -2.785 -4.648 1.458
O -1.864 -3.551 2.059
O -3.377 -3.935 0.204
O -3.841 -5.439 2.546
C -3.909 -6.844 2.115
C -4.175 -8.026 3.220
O -4.369 -9.323 2.962
O -4.165 -7.612 4.661
P -5.443 -6.854 0.977
O -5.236 -7.668 -0.390
O -6.726 -7.679 1.882
O -6.087 -5.229 0.676
H -1.785 -6.573 3.718
H -1.039 -8.261 3.014
H -0.346 -6.621 2.393
H -3.048 -9.177 -0.186
H -6.910 -7.024 2.643
H -6.333 -4.920 1.618
C -6.402 1.911 1.026
O -5.726 1.280 -0.060
C -5.915 -0.062 -0.131
O -6.590 -0.732 0.633
O -5.222 -0.528 -1.201
C -5.329 -1.936 -1.401
H -6.181 2.981 0.986
H -7.485 1.779 0.936
H -6.042 1.521 1.984
H -6.369 -2.221 -1.588
H -4.926 -2.480 -0.540
H -4.736 -2.198 -2.282
C -0.931 6.244 2.836
O -1.317 5.819 1.530
C -1.987 4.640 1.501
O -2.269 3.952 2.469
O -2.289 4.359 0.208
C -3.001 3.137 0.025
H -0.403 7.197 2.739
H -1.813 6.401 3.466
H -0.251 5.518 3.293
H -3.965 3.170 0.542
H -2.404 2.287 0.369
H -3.190 3.013 -1.045
C 0.248 4.273 -0.363
O 1.451 4.218 -1.127
C 1.308 3.663 -2.357
O 0.270 3.230 -2.831
O 2.519 3.675 -2.968
C 2.520 3.118 -4.280
H 0.480 4.734 0.601
H -0.502 4.890 -0.869
H -0.138 3.265 -0.179
H 1.861 3.688 -4.943
H 2.225 2.064 -4.252
H 3.539 3.179 -4.673
C 4.264 3.831 -0.835
O 5.405 4.482 -0.279
C 6.415 4.688 -1.161
O 6.413 4.370 -2.340
O 7.427 5.310 -0.505
C 8.566 5.592 -1.315
H 3.520 3.718 -0.042
H 3.825 4.437 -1.634
H 4.529 2.835 -1.203
H 8.299 6.268 -2.134
H 9.003 4.666 -1.703
H 9.312 6.088 -0.689
C 7.116 3.544 1.589
O 7.044 2.611 2.666
C 7.015 3.182 3.897
O 7.045 4.379 4.133
O 6.947 2.188 4.819
C 6.910 2.644 6.170
H 7.134 2.978 0.653
H 6.236 4.194 1.582
H 8.035 4.135 1.651
H 6.021 3.258 6.346
H 7.820 3.199 6.416
H 6.856 1.767 6.821
C -1.826 1.291 3.466
O -0.837 0.411 3.998
C 0.417 0.633 3.531
O 0.741 1.491 2.726
O 1.249 -0.266 4.115
C 2.613 -0.151 3.715
H -2.790 1.024 3.908
H -1.602 2.329 3.731
H -1.901 1.175 2.380
H 3.014 0.830 3.990
H 2.715 -0.325 2.639
H 3.186 -0.918 4.243
C 1.544 -8.638 -2.998
O 1.389 -9.946 -3.547
C 0.712 -10.810 -2.749
O 0.248 -10.556 -1.648
O 0.639 -12.004 -3.389
C -0.052 -13.018 -2.663
H 2.099 -8.032 -3.719
H 0.568 -8.170 -2.834
H 2.117 -8.676 -2.066
H -1.092 -12.725 -2.486
H 0.457 -13.231 -1.717
H -0.050 -13.929 -3.268
C -1.127 5.333 -3.918
O -2.002 5.789 -4.948
C -1.377 6.432 -5.967
O -0.176 6.636 -6.057
O -2.319 6.808 -6.868
C -1.802 7.500 -8.003
H -1.734 4.835 -3.156
H -0.409 4.609 -4.314
H -0.610 6.177 -3.449
H -1.110 6.862 -8.563
H -1.312 8.430 -7.698
H -2.642 7.752 -8.657
```

**Charge**: -1
**HOMO energy**: -0.1999 Eh
**Max |F|**: 8.7 eV/A
**HOMO-LUMO gap**: 7.0 eV